# 1
ORCA calculation (ωB97M-V/def2-TZVPD) on an isolated molecule of C7H13N in a non-equilibrium geometry.

HOMO energy: -9.153 eV
F_max: 1.33 eV/Å
SMILES string: C=C[C@H]1[C@H](C)N[C@@H]1C
Total charge: 0
LUMO energy: 1.10 eV

CARTESIAN COORDINATES (ANGSTROEM)
C -0.121 1.838 0.276
H -0.197 -0.889 -2.731
H 1.696 0.026 -0.489
H -0.812 2.654 0.039
C 0.752 -0.375 -0.856
H -1.693 -2.033 1.990
C -0.402 -0.692 0.851
H 1.694 1.576 1.462
C 0.885 2.225 1.067
C -1.795 -1.113 1.375
H 1.610 -1.110 -2.696
N 0.303 -1.594 -0.126
H -2.164 -0.326 2.053
C 0.766 -0.478 -2.364
H 0.939 0.523 -2.782
H 1.038 -2.127 0.285
H 0.218 -0.423 1.741
H 0.933 3.277 1.380
C -0.363 0.417 -0.196
H -2.455 -1.300 0.532
H -1.265 0.371 -0.820

# 2
ORCA calculation (ωB97M-V/def2-TZVPD) on a cluster of 2 separate species, C4H9NO in total.

HOMO energy: -9.802 eV
F_max: 0.39 eV/Å
SMILES string: [H]/N=C/O.C=CC
Total charge: 0
LUMO energy: 1.08 eV

CARTESIAN COORDINATES (ANGSTROEM)
H -1.971 -0.892 -1.459
H 2.311 0.836 1.835
H -0.959 0.601 1.059
H -1.924 1.302 -0.265
C -1.752 0.398 0.331
C -0.439 -1.660 -0.258
H 0.168 -1.563 0.640
H 0.736 0.104 -1.002
C -1.393 -0.771 -0.542
C 2.069 1.006 -0.023
H -2.681 0.193 0.877
O 1.456 0.745 -1.179
N 1.706 0.510 1.086
H -0.233 -2.502 -0.915
H 2.905 1.694 -0.186

# 3
ORCA calculation (ωB97M-V/def2-TZVPD) on a cluster of 10 separate species, C24H66Cl9O28P7 in total in a non-equilibrium geometry.

HOMO energy: -10.470 eV
F_max: 4.25 eV/Å
SMILES string: COP(=O)(OC)OC.COP(=O)(OC)OC.COP(=O)(OC)OC.COP(=O)(OC)OC.COP(=O)(OC)OC.COP(=O)(OC)OC.COP(=O)(OC)OC.ClC(Cl)Cl.ClC(Cl)Cl.ClC(Cl)Cl
Total charge: 0
LUMO energy: -0.01 eV

CARTESIAN COORDINATES (ANGSTROEM)
C -0.387 0.510 -1.987
Cl -2.703 6.413 -4.394
P 7.843 3.031 2.893
H 6.183 1.026 2.673
Cl 1.869 -0.757 -7.099
Cl 2.241 -0.124 -9.846
O 6.542 3.580 2.393
C 6.845 2.526 5.345
P -3.077 -6.225 -4.639
H -12.596 2.448 2.869
H 3.350 7.223 3.813
Cl -0.643 5.854 -6.590
H 1.385 3.212 7.780
O -11.943 1.280 -0.179
H 5.843 -3.277 -4.009
H -1.877 -7.879 -7.436
O -10.459 -0.681 0.591
H -9.947 -1.538 2.371
H 9.196 -5.673 -3.009
H -2.883 -5.992 0.724
Cl 2.816 6.321 -2.774
O -2.546 -4.155 1.286
C -1.531 5.204 -5.182
C 10.484 3.321 2.907
H 0.212 7.788 8.691
C -5.039 -6.050 -6.323
C -2.909 -5.425 1.655
H 11.192 4.110 3.161
C -13.102 0.502 -0.207
O -2.272 -1.881 2.396
H -5.844 -5.320 -6.240
H 7.447 -5.951 1.001
C 2.384 6.737 3.677
H 5.143 -1.960 -3.193
O -0.323 1.851 -1.804
H -5.380 -2.138 -0.708
C 1.643 0.511 -8.304
C -3.422 2.265 -0.612
H -0.964 -4.646 -2.530
H -4.821 -3.786 -0.316
P -3.377 -2.886 1.739
H -1.970 0.092 3.046
C 4.316 5.399 -2.745
H 7.237 1.637 5.838
H 4.275 -3.488 -3.009
H 10.967 2.820 2.069
O -11.078 1.130 2.219
O 7.468 -4.257 -0.189
O 7.899 2.986 4.491
H -4.840 -6.331 -7.357
H -2.422 -1.034 4.259
C -1.005 -5.466 -3.247
H 2.095 1.262 0.451
C 5.263 -3.040 -3.117
H -9.393 -2.327 0.975
C 8.247 -6.193 -2.876
H 1.887 3.015 0.221
Cl 5.432 6.046 -3.930
H 0.320 4.321 6.872
O -3.639 -2.141 0.336
O 3.619 6.917 6.497
O -3.878 -5.464 -5.812
C -2.616 -0.768 3.220
H -3.626 -0.382 3.082
C -4.509 -2.788 -0.623
H -1.158 -6.303 -6.879
O -4.593 -3.106 2.566
H 8.301 -7.107 -2.286
O 2.423 4.611 6.811
H -11.133 2.790 3.627
H -1.253 0.232 -2.588
H 0.583 0.754 -8.383
H 1.015 6.177 9.031
H -3.858 -5.489 2.188
H -5.330 -6.939 -5.763
H 0.475 0.113 -2.522
O -0.567 3.975 -0.239
Cl 3.965 3.699 -3.028
H -0.756 4.930 -4.466
H -2.201 -5.776 2.405
C 7.156 0.557 2.528
Cl 2.536 2.034 -7.955
C 1.275 3.796 6.866
O -9.401 1.759 0.367
O 1.045 6.670 7.069
H 1.802 2.175 1.845
H -3.361 3.143 -1.255
P -10.605 0.939 0.689
H 1.629 7.515 3.567
O 7.108 -5.407 -2.450
O -2.228 1.831 -0.019
H 6.224 -4.823 1.320
H -0.028 -5.641 -3.698
O 8.491 -3.256 -2.345
H -1.186 -6.395 -2.707
H -8.509 -0.882 1.433
H 2.225 6.181 2.753
O -1.864 -5.154 -4.308
H -4.170 2.578 0.117
P 2.347 6.158 6.298
C 6.746 -5.294 0.487
H -12.966 -0.557 0.013
H 1.280 3.006 6.115
H 1.961 7.589 8.640
H -13.572 0.625 -1.182
O 5.948 -3.247 -1.876
Cl -2.371 3.752 -5.779
C 1.550 2.145 0.785
H -0.542 -7.760 -6.336
H 6.629 3.285 6.097
O 8.151 1.519 2.425
H -11.358 3.182 1.938
C -1.495 -7.300 -6.595
O -2.263 -7.437 -5.420
O -3.824 -6.683 -3.462
H -0.545 -0.023 -1.049
H 5.993 -5.764 -0.147
C -9.503 -1.328 1.398
H -13.976 0.812 0.365
P -0.775 2.501 -0.366
P 7.353 -3.952 -1.752
H 8.007 -6.621 -3.849
H 4.830 5.500 -1.789
H -4.059 -2.892 -1.610
H 5.897 2.391 4.824
H -3.825 1.546 -1.324
C -11.523 2.405 2.684
O 1.899 5.973 4.753
O 0.240 1.660 0.555
C 1.012 7.092 8.438
H 7.350 -0.176 3.311
H 10.501 2.565 3.692
H 6.963 -0.026 1.627
O 9.264 3.860 2.544

# 4
ORCA calculation (ωB97M-V/def2-TZVPD) on a structure of composition C33H37N6OTi.

HOMO energy: -10.369 eV
F_max: 0.64 eV/Å
Total charge: +1
LUMO energy: -3.50 eV

CARTESIAN COORDINATES (ANGSTROEM)
H -3.837 -0.478 1.628
H 3.210 1.098 -0.588
H -4.637 2.871 4.152
C 1.390 -1.810 -2.674
C 0.650 -2.902 2.172
N 1.829 -1.045 -1.637
C -5.877 0.833 3.007
H 5.084 -1.105 0.422
C -0.317 -1.946 1.992
C -0.060 -1.754 -2.876
H 4.804 0.409 1.244
H -1.202 -3.786 -5.406
C 3.206 -1.009 1.457
C 0.942 4.882 -0.281
C 0.459 2.391 -0.167
H 1.856 6.209 1.084
C -1.765 1.736 2.774
H -7.207 -0.680 2.899
H 1.225 -3.058 3.073
O -6.683 1.704 3.243
C -3.936 2.262 3.598
C -4.408 1.137 2.931
H 3.821 -1.736 -1.458
C 1.962 4.257 1.871
H 3.309 -2.452 -3.227
H -0.091 3.744 -1.676
C 3.870 0.240 -0.696
C -0.390 -3.354 -4.831
C -0.116 -3.187 0.048
H -1.077 1.801 -2.578
H -2.705 -1.481 -1.888
H 4.767 0.620 -1.190
C -2.451 0.611 -1.405
H 3.529 -0.490 -2.668
C 1.315 1.977 0.946
C 4.315 -0.359 0.638
N -0.258 1.389 -0.665
C 3.284 -0.797 -1.647
H -5.573 -1.203 2.874
H 2.967 -3.762 -5.015
C -2.080 -0.634 -2.196
H 2.248 2.420 2.776
C 0.424 3.683 -0.726
H 0.772 5.722 -0.945
H -1.862 -2.395 -3.754
C -2.588 2.561 3.528
H -2.286 -0.446 -3.255
N 1.409 0.641 1.042
Ti 0.392 -0.530 -0.308
C 0.777 -3.666 0.971
H 2.438 4.667 2.755
C 1.604 5.172 0.904
C 2.265 -2.525 -3.489
C 0.892 -3.737 -5.212
C -0.789 -2.504 -3.827
H -1.830 2.647 -1.218
H 2.891 0.758 2.556
N -6.236 -0.458 2.745
C 1.848 2.871 1.879
H -3.407 0.985 -1.772
H -0.677 -1.227 2.709
H 2.660 -1.747 0.858
H -2.580 0.384 -0.344
C 2.260 0.020 2.061
H 3.648 -1.579 2.278
H 0.978 -4.409 -6.055
C -3.503 0.386 2.195
C -1.392 1.696 -1.532
H -2.176 3.417 4.043
H -0.703 1.940 2.699
H -0.267 -3.558 -0.955
H -1.808 -1.745 0.349
N -0.668 -0.936 -2.027
C 2.056 -3.350 -4.595
C -0.804 -2.051 0.635
N -2.205 0.674 2.103
H 1.464 -4.486 0.822
H 1.629 -0.435 2.824

# 5
ORCA calculation (ωB97M-V/def2-TZVPD) on an isolated molecule of C2H5NP2 in a non-equilibrium geometry.

HOMO energy (alpha / beta): -7.972 / -7.971 eV
F_max: 2.88 eV/Å
SMILES string: C[PH2]=PC#N
Total charge: 0
LUMO energy (alpha / beta): -1.58 / -1.58 eV

CARTESIAN COORDINATES (ANGSTROEM)
H 1.893 -1.107 0.153
N -3.087 -1.692 -0.247
P -0.116 0.297 -0.031
H 0.056 -0.258 -1.336
P -2.402 1.075 0.186
H 0.326 1.678 -0.207
C -2.927 -0.550 -0.133
H 2.163 -0.045 1.419
C 1.781 -0.054 0.412
H 2.312 0.657 -0.218

# 6
ORCA calculation (ωB97M-V/def2-TZVPD) on a cluster of 2 separate species, C2H2Cl3NO2 in total in a non-equilibrium geometry.

HOMO energy (alpha / beta): -7.783 / -10.882 eV
F_max: 2.64 eV/Å
Total charge: 0
Spin multiplicity: 3
LUMO energy (alpha / beta): 0.55 / -3.56 eV

CARTESIAN COORDINATES (ANGSTROEM)
Cl -1.485 1.279 1.943
H -0.112 -0.499 -2.453
Cl -1.856 -1.586 1.917
C -0.827 -0.226 2.037
O -0.272 -0.461 -0.282
H 1.415 0.284 -2.740
Cl 0.711 -0.426 2.807
N 0.602 0.117 -2.171
C 0.577 0.340 -0.819
O 1.248 1.179 -0.238

# 7
ORCA calculation (ωB97M-V/def2-TZVPD) on a cluster of 4 separate species, C17H28Br2F3N3OP in total in a non-equilibrium geometry.

HOMO energy: -2.975 eV
F_max: 3.67 eV/Å
Total charge: -1
LUMO energy: 1.88 eV

CARTESIAN COORDINATES (ANGSTROEM)
C 3.013 0.760 -3.347
C 5.270 1.794 -4.363
N -2.541 -2.773 1.302
H 2.146 0.593 3.805
H 2.514 0.066 6.222
H -0.159 -1.094 5.253
H -3.404 1.546 1.411
H -0.529 0.897 2.268
H -2.641 2.023 2.933
C 1.930 -0.621 5.602
H -0.491 -0.601 0.286
O 6.383 0.337 -2.152
P 5.995 0.226 -3.659
H -6.074 -1.236 -0.200
C -3.485 -3.163 0.745
C 0.436 -0.395 5.845
H -5.432 -0.774 -1.783
H 7.202 -0.166 -4.360
H -4.349 -0.879 -0.401
H -5.834 -3.206 -1.740
H 5.123 1.577 -5.485
C -1.465 0.635 1.766
C 2.329 -0.430 4.141
C -2.450 1.798 1.881
H 3.174 0.005 -4.173
C -1.884 3.013 1.216
C -4.698 -3.664 0.029
N -0.225 2.112 5.184
C 0.063 1.004 5.470
H -1.877 -0.234 2.286
Br -1.153 0.269 -4.116
C 3.800 2.084 -3.746
H 0.197 -0.555 6.899
F 1.028 -0.236 -2.410
H 3.394 -0.629 4.009
N -1.444 3.958 0.698
H 3.478 0.387 -2.374
C -4.964 -2.806 -1.211
H -4.535 -4.704 -0.261
H 1.773 -1.111 3.491
H -0.700 1.067 -0.228
F 0.269 2.531 -4.610
C 0.606 1.188 -4.422
C -5.219 -1.340 -0.874
Br 1.083 2.564 -1.930
H 5.123 -0.929 -3.778
H -5.552 -3.632 0.709
H -2.092 -0.030 -0.204
H -4.114 -2.870 -1.895
H 2.192 -1.636 5.912
H 3.235 2.717 -4.512
C -1.174 0.250 0.321
C 1.470 0.957 -3.064
F 1.190 0.615 -5.540
H 3.984 2.751 -2.840

# 8
ORCA calculation (ωB97M-V/def2-TZVPD) on an isolated molecule of C7H14N2O2 in a non-equilibrium geometry.

HOMO energy: -7.335 eV
F_max: 4.14 eV/Å
SMILES string: CN1CCN(CC(=O)O)CC1
Total charge: 0
LUMO energy: 0.79 eV

CARTESIAN COORDINATES (ANGSTROEM)
H 0.228 2.153 -2.190
N 0.413 -1.195 -0.534
O 1.268 -1.596 2.546
H 1.635 2.050 0.130
C 0.858 1.197 0.159
H -0.353 3.409 -1.004
C -0.811 -0.730 -1.128
H -2.344 0.683 -0.629
H -1.503 0.272 0.837
O -0.837 -1.119 2.620
H 0.838 -2.942 0.331
C 0.083 -1.501 1.921
H 1.749 -0.122 -1.383
H -0.718 -0.238 -2.082
H 0.687 0.864 1.179
H 2.168 -0.471 0.360
C -1.370 0.482 -0.208
H -1.412 -1.577 -1.428
N -0.452 1.539 -0.221
C -0.503 2.445 -1.404
C 1.390 -0.128 -0.342
H -1.502 2.443 -1.767
C 0.138 -2.076 0.482
H -0.854 -2.459 0.276
H 1.205 -1.384 3.476